One molecule with the formula C17H21N4O9P, computed with wB97M-V/def2-TZVPD.

```
52
Properties=species:S:1:pos:R:3
C 4.9094 -3.7105 1.0532
C 3.6487 -2.9433 0.8155
C 2.7633 -3.3349 -0.1561
C 1.5738 -2.6252 -0.3928
N 0.7575 -3.0461 -1.3734
C -0.3347 -2.3840 -1.5973
C -0.7394 -1.2274 -0.8323
N -1.8559 -0.5662 -1.0429
C -2.7019 -0.9547 -2.0108
O -3.7588 -0.3851 -2.2465
N -2.3587 -2.0556 -2.7980
C -1.2318 -2.8356 -2.6888
O -1.0262 -3.7743 -3.4174
H -3.0267 -2.3110 -3.5179
N 0.0848 -0.8238 0.1692
C 1.2669 -1.4829 0.3982
C 2.1853 -1.0887 1.3750
C 3.3541 -1.7915 1.5852
C 4.3122 -1.3257 2.6309
H 5.2909 -1.1368 2.1925
H 4.4391 -2.0887 3.3982
H 3.9580 -0.4120 3.0989
H 2.0107 -0.2012 1.9598
C -0.2951 0.3107 0.9873
H -0.1676 0.0383 2.0380
H -1.3529 0.5042 0.8061
C 0.5776 1.5661 0.7020
O 1.3534 1.8778 1.8333
H 0.8102 2.4768 2.3712
H 1.2667 1.3578 -0.1228
C -0.2612 2.8177 0.3569
O -0.9880 3.2014 1.4897
H -1.8196 2.6813 1.5150
C -1.1043 2.6341 -0.9167
C -2.2065 3.7054 -1.0236
H -2.2149 4.3280 -0.1248
H -2.0230 4.3403 -1.8953
O -3.4803 3.1258 -1.2265
P -4.1761 2.3138 -0.0113
O -3.2293 1.7980 0.9881
O -5.1075 1.3113 -0.7575
H -4.6067 0.6510 -1.3013
O -5.1984 3.3386 0.6355
H -5.9106 3.5502 0.0327
O -0.1957 2.6806 -1.9978
H -0.6841 2.5123 -2.8116
H -1.6091 1.6600 -0.9029
H 0.4515 3.6301 0.1575
H 2.9496 -4.1970 -0.7767
H 5.7798 -3.0791 0.8794
H 4.9561 -4.0611 2.0832
H 4.9653 -4.5687 0.3901
```

Orbital gap, eV: 7.443

One molecule with the formula C17H21N7O4, computed with wB97M-V/def2-TZVPD.

```
49
Properties=species:S:1:pos:R:3
O -1.8711 -1.4521 5.3575
N -1.3095 3.4676 -0.9392
N -0.1697 4.0926 -0.9316
N 0.1152 2.0746 0.0482
N -4.4809 0.5886 0.1230
O 0.0947 -0.6769 4.4373
O -4.4721 -0.5528 2.0256
O -3.6891 1.4990 -0.5105
C -1.2379 -0.6725 4.5496
C -1.1706 2.2641 -0.2702
C -3.7377 0.0295 1.0412
C -2.3660 1.3834 -0.0092
C -2.4455 0.4417 1.0346
C 1.8029 0.7835 -4.1145
C 1.6847 1.8923 -3.3751
C 2.3676 -0.4217 -3.6326
C 2.4433 0.5902 -1.4145
C 2.1054 1.8700 -2.0245
C 2.5610 -0.4394 -2.2228
N 0.7006 3.2918 -0.4228
N 2.1368 -2.8028 -1.4889
N -1.7217 1.7263 3.9746
C 2.0518 3.1353 -1.1428
C 3.0498 -1.7349 -1.5246
C 0.0158 -4.3071 -0.9230
C 0.8383 -2.9012 -0.7430
C -1.4539 0.0694 2.1119
C -1.9174 0.3244 3.5424
H 0.4059 -1.2368 5.1692
H -5.2959 -0.6496 1.5491
H 1.5903 0.8634 -5.1992
H 1.3367 2.7611 -3.8931
H 2.7234 -1.2073 -4.2755
H 2.5790 0.5799 -0.3566
H 2.3208 -3.4634 -2.1852
H -2.6476 2.0994 4.2121
H -1.4351 2.3403 3.2572
H 2.2988 3.9435 -1.7141
H 2.8799 2.9496 -0.4340
H 3.9523 -2.0363 -2.0359
H 3.3869 -1.4820 -0.5686
H -0.9932 -4.2339 -0.5887
H 0.5642 -5.0865 -0.3570
H -0.1399 -4.6026 -1.9322
H 1.1403 -2.8070 0.2680
H 0.3073 -2.0351 -1.0108
H -1.3170 -1.0300 2.1085
H -0.5811 0.6494 1.8225
H -3.0004 0.1205 3.6080
```

Orbital gap, eV: 7.983

One molecule with the formula C17H21NO2, computed with wB97M-V/def2-TZVPD.

```
41
Properties=species:S:1:pos:R:3
C -1.5652 -2.5103 -0.2684
N -0.3213 -1.8130 -0.5323
C -0.4756 -0.3743 -0.6129
H -1.2473 -0.1838 -1.3639
C -0.8414 0.3663 0.6892
O -2.1388 0.0797 1.1685
C -3.2275 0.5800 0.5229
C -3.2026 1.5221 -0.5004
C -4.3903 1.9647 -1.0592
C -5.6072 1.4814 -0.6172
C -5.6349 0.5442 0.4040
C -4.4597 0.0967 0.9691
H -4.4645 -0.6305 1.7661
H -6.5790 0.1598 0.7610
H -6.5264 1.8309 -1.0622
H -4.3554 2.6971 -1.8528
H -2.2708 1.9229 -0.8683
H -0.7085 1.4446 0.5404
H -0.1699 0.0537 1.4914
H 0.4623 0.0509 -0.9738
C 0.7362 -2.2848 0.3428
C 2.1117 -1.7460 -0.0449
O 2.2818 -0.4696 0.5372
C 3.4183 0.2325 0.2717
C 4.4755 -0.2228 -0.5075
C 5.5822 0.5874 -0.7055
C 5.6507 1.8453 -0.1378
C 4.5966 2.2996 0.6402
C 3.4893 1.5038 0.8442
H 2.6598 1.8404 1.4464
H 4.6387 3.2808 1.0894
H 6.5171 2.4686 -0.2982
H 6.3979 0.2229 -1.3127
H 4.4503 -1.2011 -0.9612
H 2.1852 -1.6902 -1.1384
H 2.8863 -2.4287 0.3304
H 0.7603 -3.3736 0.2440
H 0.5565 -2.0472 1.4043
H -2.3317 -2.1400 -0.9471
H -1.4170 -3.5736 -0.4608
H -1.9216 -2.3870 0.7621
```

Energy relative to the best compared isomer or geometry (same formula, charge and spin), kJ/mol: 189.9
Orbital gap, eV: 8.988

One molecule with the formula C17H21NO3, computed with wB97M-V/def2-TZVPD.

```
42
Properties=species:S:1:pos:R:3
C 3.7107 -1.3228 1.0081
C 4.2045 -0.4373 -0.0873
C 3.5562 -0.2197 -1.2403
C 2.2649 -0.7510 -1.6639
O 1.6850 -0.3522 -2.6578
O 1.7691 -1.7130 -0.8736
C 0.5038 -2.2739 -1.2124
H 0.4696 -3.2443 -0.7158
H 0.4212 -2.3869 -2.2983
C -0.6390 -1.3872 -0.6656
O -1.2372 -1.6880 0.3429
N -0.8452 -0.3068 -1.4350
H -0.1900 -0.1603 -2.1980
C -1.6636 0.8590 -1.1114
C -2.7958 0.5016 -0.1806
C -3.8573 -0.2402 -0.6860
C -4.9213 -0.5967 0.1178
C -4.9356 -0.2036 1.4454
C -3.8853 0.5362 1.9515
C -2.8051 0.8953 1.1538
C -1.6929 1.7149 1.7481
C -0.4248 1.6603 0.9054
C -0.7746 1.9711 -0.5436
H 0.1280 2.0555 -1.1538
H -1.3122 2.9202 -0.5966
H 0.3099 2.3748 1.2831
H 0.0108 0.6615 0.9688
H -1.4878 1.3627 2.7611
H -2.0309 2.7547 1.8254
H -3.8925 0.8391 2.9895
H -5.7616 -0.4782 2.0851
H -5.7354 -1.1793 -0.2874
H -3.8369 -0.5464 -1.7227
H -2.0896 1.1945 -2.0676
H 3.9790 0.4533 -1.9737
C 5.5154 0.2297 0.1742
H 6.2732 -0.5211 0.3953
H 5.8435 0.8249 -0.6733
H 5.4320 0.8762 1.0475
H 3.7349 -2.3628 0.6861
H 4.3264 -1.2169 1.8977
H 2.6766 -1.0969 1.2578
```

Energy relative to the best compared isomer or geometry (same formula, charge and spin), kJ/mol: 48.5
Orbital gap, eV: 9.123

One molecule with the formula C17H22ClN5, computed with wB97M-V/def2-TZVPD.

```
45
Properties=species:S:1:pos:R:3
Cl -1.5776 -1.1928 -7.1710
N 0.6036 1.2472 -4.6993
N -1.8413 -0.2190 -4.6976
C 0.2036 0.4866 -5.7758
C -0.2633 1.2687 -3.6578
C -1.0162 -0.2404 -5.7791
C -1.4905 0.5321 -3.6775
C 4.6704 -1.3375 3.9031
C 3.3951 -1.7958 4.3644
C 4.6990 -0.4712 2.8089
C 2.2617 -1.3812 3.6922
C 3.5281 -0.0664 2.1632
C 2.2875 -0.4901 2.6068
N 1.0502 -0.1416 1.9808
N -2.3137 0.3706 -2.5800
N -1.3975 0.5531 0.5605
C -0.0648 0.4874 2.7279
C 1.1007 0.2223 0.5646
C -1.4206 0.2629 2.0469
C -0.2331 -0.1300 -0.1105
C -3.4874 -0.5933 -0.1967
C -2.5523 1.3495 -1.5132
C -2.6834 0.6953 -0.1466
H 0.8431 0.3330 -6.6262
H -0.0086 1.8115 -2.7798
H 5.5702 -1.6425 4.4028
H 3.3596 -2.4337 5.2180
H 5.6546 -0.0867 2.4321
H 1.2955 -1.7470 4.0540
H 3.6222 0.5806 1.3353
H -3.0750 -0.3019 -2.7243
H 0.1784 1.5596 2.8096
H -0.1088 0.0426 3.7584
H 1.9133 -0.3004 0.0637
H 1.3447 1.3100 0.5246
H -1.6767 -0.7892 2.1882
H -2.2261 0.8381 2.5395
H -0.1507 0.1675 -1.1526
H -0.3603 -1.2171 -0.0755
H -4.3529 -0.4920 -0.8113
H -2.8541 -1.4142 -0.5551
H -3.8423 -0.9662 0.7491
H -3.5157 1.8479 -1.7912
H -1.8041 2.1401 -1.4767
H -3.2645 1.3437 0.5035
```

Energy relative to the best compared isomer or geometry (same formula, charge and spin), kJ/mol: 11.1
Orbital gap, eV: 8.126

HOMO level for the records above, in order: -8.88; -8.31; -8.15; -8.48; -7.84 eV